Record 1
Computed, not measured: a molecular structure, C33H44DyNO3Si3, with wB97M-V/def2-TZVPD.

Cartesian coordinates (Å):
1 Dy -1.975866 0.782803 0.231027
2 C -3.381205 1.584684 -1.860606
3 C -4.239927 1.814944 -0.709855
4 C -4.687179 0.520713 -0.268926
5 C -4.121882 -0.473156 -1.086281
6 C -3.324875 0.182698 -2.032064
7 H -2.833288 2.242875 -2.465671
8 H -4.512877 2.741911 -0.306365
9 H -5.382190 0.398860 0.558219
10 H -4.348699 -1.564465 -1.087065
11 H -2.643714 -0.230737 -2.769186
12 C -2.683171 -3.459819 1.483180
13 Si -2.429812 -2.116972 2.738837
14 C -4.221091 -1.738231 3.130023
15 C -1.797061 -2.912499 4.383499
16 C -1.313482 -0.715791 2.236809
17 Si -1.399178 0.811194 3.277551
18 C -1.475383 0.556322 5.109140
19 C -3.106318 1.675839 2.735779
20 C -0.036835 2.108122 2.956144
21 Si 0.379028 -1.248720 2.046225
22 C 1.481586 -1.495044 3.531724
23 C 0.704544 -2.748892 1.042801
24 C 1.295365 0.124610 1.095915
25 C 2.735990 0.332351 1.048801
26 C 3.290146 1.236192 0.229396
27 C 2.602815 2.243879 -0.618170
28 C 1.559432 1.775481 -1.761237
29 N 0.441291 0.704609 0.338373
30 H -3.684838 -3.805027 1.486424
31 H -1.957550 -4.269895 1.737925
32 H -2.490380 -3.150842 0.456294
33 H -4.779551 -1.407006 2.170629
34 H -4.509493 -1.029805 3.930501
35 H -4.687336 -2.705456 3.369581
36 H -2.280565 -3.916808 4.400738
37 H -2.183867 -2.423971 5.262493
38 H -0.729755 -2.985425 4.527977
39 H -2.245634 -0.164878 5.262171
40 H -1.577000 1.510525 5.618774
41 H -0.566463 0.084767 5.415233
42 H -3.828628 0.956605 2.352927
43 H -2.991759 2.410589 1.924576
44 H -3.611582 2.303731 3.428767
45 H 0.945042 1.677313 3.167411
46 H -0.256771 2.918237 3.618623
47 H 0.053415 2.469049 1.914850
48 H 1.146154 -2.151065 4.354767
49 H 1.786358 -0.602052 4.042283
50 H 2.425921 -1.999797 3.219381
51 H 0.634453 -3.704829 1.577172
52 H 1.716648 -2.611315 0.621198
53 H 0.034903 -2.737919 0.208806
54 H 3.367980 -0.312626 1.732767
55 H 4.373298 1.169273 0.012809
56 H 3.286902 3.000138 -0.963995
57 H 1.394654 2.627115 -2.384264
58 O 1.073493 -0.600190 -2.117727
59 C 1.843493 0.559198 -2.626938
60 C 0.573217 1.905679 -0.570449
61 O 1.469772 2.816668 0.080069
62 O -0.652092 2.384826 -0.650970
63 C 1.365151 0.738039 -4.018258
64 C 0.135915 1.359324 -4.143091
65 C -0.559860 1.476093 -5.363585
66 C -0.042932 0.915626 -6.497465
67 C 1.221440 0.291263 -6.407633
68 C 1.942047 0.179162 -5.221635
69 C 3.357304 0.216502 -2.622940
70 C 4.199467 1.309009 -3.000278
71 C 5.641620 1.094166 -2.901561
72 C 6.176207 -0.121014 -2.415633
73 C 5.276669 -1.167903 -2.116709
74 C 3.885355 -0.985424 -2.179458
75 H 1.401438 -0.738911 -1.197126
76 H -0.445912 1.694237 -3.349046
77 H -1.504862 2.032107 -5.486009
78 H -0.531010 0.981985 -7.433235
79 H 1.667380 -0.119048 -7.298123
80 H 2.980273 -0.283012 -5.175218
81 H 3.829726 2.287211 -3.329689
82 H 6.292888 1.876649 -3.275494
83 H 7.247427 -0.397311 -2.483773
84 H 5.628989 -2.178673 -1.892360
85 H 3.166670 -1.808637 -1.980517

Force components x, y, z for each atom (eV/Å):
Dy 0.19 0.10 -0.40
C -1.63 -1.28 1.97
C 1.03 -2.10 -1.66
C -0.06 1.10 0.24
C -0.29 -0.98 0.39
C 1.26 0.69 -0.72
H 0.47 1.06 -0.42
H -0.39 1.11 0.50
H 0.14 -0.19 -0.23
H 0.34 1.10 0.26
H -0.37 -0.40 -0.05
C 1.98 -0.35 -0.34
Si 0.28 0.60 1.30
C -1.56 0.91 -1.06
C -1.02 -0.76 -0.85
C -1.03 0.36 -0.20
Si -0.68 0.58 -0.32
C 0.29 0.39 -0.72
C 1.23 -0.48 -0.99
C -0.34 -0.97 -0.99
Si 0.88 0.12 0.80
C 0.81 -1.21 0.87
C 0.60 -0.32 -0.33
C -0.33 -0.20 -0.24
C 0.65 -0.07 0.81
C 1.37 -0.86 -0.91
C -1.59 0.06 -0.57
C 1.42 -0.23 1.66
N -0.48 0.21 -1.17
H -0.94 -0.60 0.29
H -0.70 0.26 -0.41
H 0.21 0.09 -0.07
H 0.86 -0.36 1.35
H 0.34 -0.26 -0.35
H 0.14 0.16 0.10
H 0.58 0.33 0.09
H -0.25 0.48 0.28
H 0.26 -0.27 -0.21
H -0.89 -0.20 0.63
H -0.34 -0.11 0.27
H 0.79 -0.29 0.33
H -0.18 -0.25 0.19
H 0.26 0.14 -0.31
H -0.31 0.29 1.10
H 0.02 0.12 0.27
H 0.08 0.70 0.46
H -0.26 0.10 0.68
H -0.29 0.18 -0.48
H 0.15 0.80 0.16
H -0.45 0.40 -0.09
H 0.06 0.25 -0.17
H -0.17 -0.37 0.24
H -0.54 -0.32 -0.70
H -0.74 0.77 -1.14
H -0.47 0.20 0.60
H 0.28 0.31 0.07
H -0.03 0.72 -0.19
O 0.92 0.65 0.51
C 0.57 -2.30 0.88
C 0.13 -0.09 1.12
O 0.67 0.14 -0.11
O -0.89 -0.65 -0.37
C -0.77 -0.40 -2.14
C -0.61 -0.36 -2.14
C -0.18 0.29 -0.05
C 1.83 -0.48 0.74
C 0.13 -0.12 0.16
C 0.27 0.54 1.39
C -0.08 2.41 -0.01
C 2.51 -1.97 0.81
C -1.87 -0.11 -0.01
C -0.89 -0.64 -0.95
C -0.26 0.20 -0.05
C -0.03 -0.35 -0.39
H -0.47 0.06 -0.89
H -0.32 0.71 1.87
H 0.46 -0.38 0.64
H -0.44 0.04 -0.79
H 0.04 -0.10 -0.23
H -1.61 0.55 -0.19
H 0.01 -0.59 0.04
H 0.05 -0.03 0.22
H -0.73 0.68 0.26
H 0.12 0.47 0.11
H 0.78 0.56 -0.03

- E_LUMO (spin up / spin down): -0.369 / -0.350 eV
- Multiplicity: 6
- Kohn-Sham gap (spin up / spin down): 0.2870 / 0.2862 hartree
- HOMO energy (spin up / spin down): -0.3005 / -0.2991 Ha
- Energy above the lowest of the compared OMol25 structures with the same formula, charge and spin: 415.3 kJ/mol

Record 2
Computed, not measured: a molecular structure, C33H44N2O6, with wB97M-V/def2-TZVPD.

Cartesian coordinates (Å):
1 C -6.618829 0.834419 1.152644
2 C -5.222337 1.057868 1.631920
3 O -4.406277 0.006872 1.047915
4 C -3.074922 0.255192 1.186974
5 C -2.171195 -0.891680 0.831568
6 C -1.478675 -1.468561 2.132278
7 C -2.389358 -1.991786 3.228982
8 C -0.686496 -0.337579 2.760395
9 C -3.072551 -1.923449 0.170434
10 O -3.935365 -1.744702 -0.658019
11 O -2.772354 -3.165110 0.673147
12 C -3.562335 -4.259747 0.033723
13 C -4.958945 -4.262058 0.581973
14 O -2.692806 1.292076 1.748736
15 H -7.272704 1.443827 1.764750
16 H -6.703598 1.138186 0.122996
17 H -6.948267 -0.200855 1.216743
18 H -4.826212 2.046924 1.324342
19 H -5.158539 0.950879 2.720974
20 H -0.801729 -2.272791 1.825430
21 H -3.027177 -2.787314 2.870340
22 H -1.770862 -2.364681 4.074800
23 H -3.038162 -1.179493 3.586480
24 H -0.059557 0.159685 2.020135
25 H -1.378699 0.410369 3.175049
26 H -0.057550 -0.761380 3.566802
27 H -3.561904 -4.081651 -1.057347
28 H -2.980741 -5.144817 0.300919
29 H -5.494785 -5.062785 0.087234
30 H -4.973451 -4.429997 1.659156
31 H -5.461161 -3.326485 0.349526
32 C -3.762808 -1.371970 -6.496811
33 O -3.318249 -2.168931 -5.371583
34 C -2.555309 -1.700012 -4.350004
35 C -2.126098 -2.708319 -3.403656
36 C -1.571246 -2.269661 -2.206368
37 C -1.395228 -0.923149 -1.860169
38 C -0.822177 -0.602021 -0.493086
39 C 0.283642 0.352618 -0.664136
40 C 1.510063 0.349568 -0.019256
41 N 2.618232 1.139136 -0.244994
42 C 3.823477 1.012850 0.612053
43 C 3.543563 1.402924 2.069747
44 C 4.765415 1.537909 2.963334
45 C 4.920663 2.668657 3.783102
46 C 6.101634 2.844508 4.504828
47 C 7.101226 1.862932 4.483287
48 C 6.891742 0.680623 3.751453
49 C 5.721291 0.516550 3.003764
50 C 4.817822 1.926727 -0.068945
51 O 5.969882 2.201439 0.291168
52 N 4.223536 2.444134 -1.170620
53 C 4.953358 3.265178 -2.106227
54 C 2.932502 1.855119 -1.494803
55 C 3.123867 0.946132 -2.723985
56 C 1.918883 2.987069 -1.759038
57 C -1.565241 0.009234 -2.920726
58 C -2.172699 -0.370843 -4.131418
59 H -4.388948 -2.084880 -7.055812
60 H -4.361637 -0.498233 -6.200240
61 H -2.905783 -1.052909 -7.102620
62 H -2.251363 -3.765723 -3.622188
63 H -1.244474 -3.045526 -1.498471
64 H -0.420942 -1.589808 0.115550
65 H 0.273211 1.086280 -1.499004
66 H 1.691139 -0.404807 0.785560
67 H 4.220893 -0.018065 0.579265
68 H 2.999369 2.363499 2.069770
69 H 2.869117 0.637297 2.500353
70 H 4.117792 3.405509 3.818647
71 H 6.245319 3.758951 5.091992
72 H 8.037454 2.004539 5.034770
73 H 7.645624 -0.114273 3.754405
74 H 5.542759 -0.402787 2.437507
75 H 5.862518 3.613963 -1.590629
76 H 5.266536 2.712219 -3.005643
77 H 4.371608 4.133574 -2.428534
78 H 4.058728 0.376547 -2.594412
79 H 2.284333 0.249804 -2.877785
80 H 3.234298 1.569529 -3.627363
81 H 2.017506 3.721624 -0.934639
82 H 2.163748 3.460478 -2.722299
83 H 0.873270 2.656096 -1.792911
84 H -1.268767 1.034158 -2.799059
85 H -2.307499 0.365172 -4.944118

Force components x, y, z for each atom (eV/Å):
C -0.27 0.04 0.01
C 0.42 -0.21 -0.07
O 0.91 0.98 0.44
C 0.04 2.13 1.74
C -0.21 0.37 -0.92
C 0.13 1.18 -0.36
C -0.36 -0.08 0.18
C 0.64 0.00 0.51
C -0.07 -1.02 -0.12
O 1.02 -0.16 0.48
O -0.85 -0.28 -1.52
C 0.92 1.14 0.26
C -0.09 -0.12 0.01
O -0.49 -1.71 -1.55
H -0.33 0.15 -0.01
H -0.17 0.13 -0.43
H 0.16 -0.07 0.18
H -0.25 -0.63 0.31
H 0.14 0.20 -0.15
H -0.13 0.08 -0.14
H -0.09 -0.24 0.15
H -0.42 0.30 -0.50
H 0.18 -0.16 0.11
H 0.03 0.10 0.21
H 0.54 -0.33 -0.03
H -0.17 0.34 -0.30
H 0.07 -0.17 0.53
H -0.21 0.02 -0.16
H -0.30 -0.25 0.02
H 0.02 -0.03 -0.03
H 0.02 0.01 0.03
C 0.29 -0.51 0.64
O -0.03 0.22 -0.50
C 0.43 -0.91 1.10
C -0.30 1.92 -0.57
C -0.08 -0.86 -0.25
C 0.49 0.00 -0.99
C -0.17 -3.97 2.19
C 2.29 1.83 0.68
C -1.37 -1.02 0.00
N 0.59 -0.10 0.04
C -0.40 -0.43 -0.11
C -0.35 0.15 0.47
C -0.05 -0.12 0.21
C 0.31 -0.48 -0.50
C 0.13 -0.09 0.20
C -0.25 -0.22 -0.27
C -0.14 0.18 0.08
C 0.18 0.34 0.24
C 1.61 0.82 0.18
O -1.69 -0.63 -0.33
N -0.01 0.01 0.05
C 0.57 0.24 -0.08
C -0.63 0.21 -0.14
C -0.06 -0.19 -0.04
C 0.18 0.32 0.18
C -0.58 -1.20 0.69
C 0.05 -0.05 -0.35
H 0.28 0.50 0.09
H 0.20 -0.27 0.11
H -0.17 -0.03 0.08
H -0.09 0.26 -0.01
H -0.21 0.42 -0.20
H -0.18 2.13 -2.58
H -0.68 -0.92 0.88
H -0.24 0.73 -0.58
H -0.04 0.27 -0.03
H 0.10 -0.39 -0.04
H 0.14 0.37 -0.19
H 0.30 -0.04 -0.06
H -0.06 -0.41 -0.20
H -0.44 -0.03 -0.21
H -0.28 0.36 0.03
H 0.22 0.32 0.15
H -0.41 -0.15 -0.21
H -0.12 0.03 0.27
H -0.01 -0.13 0.15
H -0.40 0.03 -0.06
H 0.24 0.29 0.12
H -0.09 -0.28 0.32
H -0.13 -0.30 -0.51
H -0.16 -0.01 0.36
H 0.54 0.16 -0.06
H -0.09 0.31 0.06
H -0.04 -0.37 0.66

- E_LUMO: 0.397 eV
- Kohn-Sham gap: 0.2995 hartree
- HOMO energy: -0.2849 Ha